(1)
10
Properties=species:S:1:pos:R:3:forces:R:3:lowdin_charge:R:1 method="wB97M-V/def2-TZVPD" orbital_gap_ha=0.4144 e_tot_ev=-4240.9310 e_above_lowest_kcal_mol=69.9 fmax_ev_per_a=4.29 smiles="C#C.C=C"
C 3.93537 -0.21884 0.10272 4.18 -0.70 0.67 -0.119
C -3.23370 -0.13998 -0.07501 -2.49 1.41 1.74 -0.030
C 2.74670 0.25697 -0.16797 1.12 3.39 1.27 -0.107
C -4.45741 0.02786 0.14024 2.74 -0.67 -2.34 -0.034
H -2.13628 0.01802 0.06693 -1.62 -0.58 -0.39 0.031
H -5.51444 0.11284 -0.20592 1.38 -0.16 0.99 0.033
H 1.92768 -0.31053 -0.34453 -2.34 -1.75 -1.06 -0.005
H 4.49316 -1.25503 0.00356 -2.22 1.75 0.08 0.088
H 4.73507 0.48999 0.48939 -1.12 -0.60 -0.69 0.055
H 2.54901 1.38871 -0.00927 0.38 -2.09 -0.27 0.088

=====

(2)
17
Properties=species:S:1:pos:R:3:forces:R:3:lowdin_charge:R:1 method="wB97M-V/def2-TZVPD" orbital_gap_ha=0.3627 e_tot_ev=-152273.5454 e_above_lowest_kcal_mol=31.3 fmax_ev_per_a=4.13
Br 2.85484 0.15597 2.68201 0.49 -0.52 -0.17 0.304
Br 0.27063 2.29204 1.68359 -0.37 1.12 -0.90 0.333
Si 0.86300 0.86738 3.15904 0.05 0.36 1.57 -0.371
C 0.76911 -0.80792 -0.56543 2.27 -3.20 1.28 -0.128
C -1.45268 -0.59355 -1.45355 -2.52 1.19 -0.61 -0.186
C -1.02109 0.64836 -2.16277 -1.82 -0.81 0.11 -0.088
C -0.61205 -1.27747 -0.75290 0.74 0.20 0.86 -0.198
H 1.41757 -1.67673 -0.18322 -0.87 0.91 -0.50 0.101
H 0.99265 1.49176 4.50437 -0.03 -0.02 -0.36 -0.088
H -0.97672 -2.16407 -0.33390 -0.05 -1.28 0.91 0.081
H -1.85019 1.06972 -2.74108 0.58 0.10 -0.07 0.084
H 1.24816 -0.56901 -1.47554 0.42 0.56 -1.21 0.059
H -0.57127 1.33969 -1.50581 0.21 1.11 0.86 0.047
H -0.24318 -0.04663 3.21614 -0.17 -0.87 -0.09 -0.096
H 1.04347 -0.05815 0.14576 -0.65 0.87 0.40 -0.015
H -0.22848 0.24871 -2.71544 1.18 0.16 -1.83 0.053
H -2.50377 -0.92009 -1.50125 0.54 0.12 -0.24 0.107

=====

(3)
16
Properties=species:S:1:pos:R:3:forces:R:3:lowdin_charge:R:1 method="wB97M-V/def2-TZVPD" orbital_gap_ha=0.3817 charge=+1 e_tot_ev=-10321.2460 e_above_lowest_kcal_mol=129.3 fmax_ev_per_a=4.16 smiles=C[C@H]1OO[C@@]1(N)[NH3+]
O 1.28391 -1.49393 -0.01338 -0.40 -1.17 -0.02 0.011
O 1.74807 -0.26174 -0.58482 -1.11 1.52 0.38 0.030
N 0.80184 1.46022 0.95489 2.85 2.99 0.51 0.117
N -0.20320 1.08900 -1.09728 2.34 -1.70 -2.05 0.286
C 0.07816 -0.88438 0.53766 1.25 -0.49 0.32 -0.271
C -1.17851 -1.50430 0.10079 -2.53 -1.70 -0.28 -0.028
C 0.62303 0.43556 0.02812 0.79 0.68 -0.05 -0.493
H -0.43413 0.23199 -1.69823 -0.01 2.07 0.26 0.204
H 1.22738 1.28398 1.89874 -0.84 -0.67 -1.36 0.144
H -2.08990 -0.94731 0.32770 0.25 0.75 0.12 0.098
H -1.26099 -1.74288 -0.96178 0.40 0.04 -0.11 0.094
H 0.24652 1.91178 -1.60396 0.17 -1.82 0.28 0.212
H -1.50088 -2.46376 0.62882 1.30 1.00 -0.51 0.135
H 1.46815 2.27695 0.59779 -1.94 -2.21 0.58 0.176
H -0.96554 1.55708 -0.72072 -2.51 0.39 1.22 0.131
H 0.15610 -0.94824 1.60567 -0.01 0.32 0.70 0.155

=====

(4)
15
Properties=species:S:1:pos:R:3:forces:R:3:lowdin_charge:R:1 method="wB97M-V/def2-TZVPD" orbital_gap_ha=0.3717 e_tot_ev=-9871.1865 e_above_lowest_kcal_mol=33.9 fmax_ev_per_a=2.10 smiles=c1noc2c1CCC2
O -1.88796 -1.21576 0.02909 -0.73 -1.18 -0.51 0.030
N -2.80546 -0.19818 -0.09416 0.13 1.21 0.61 0.068
C 0.66133 -1.36022 0.09696 -1.06 0.01 -0.08 -0.082
C 0.71849 1.15212 0.13894 0.64 -1.14 0.21 -0.102
C -0.68896 0.65642 0.00604 -0.65 -1.03 -0.01 -0.144
C -0.69840 -0.69945 0.02344 2.03 0.36 0.42 -0.298
C 1.56083 -0.14626 -0.24459 -0.98 0.05 -0.02 -0.150
C -2.09077 0.91142 -0.03159 0.61 -0.59 -0.53 -0.075
H 1.81549 -0.17655 -1.30579 -0.17 0.25 0.03 0.110
H 0.68545 -2.19531 -0.62371 0.41 0.24 0.44 0.122
H 2.47356 -0.21510 0.30551 0.69 0.17 0.34 0.090
H 0.93648 1.38892 1.18596 -0.02 0.22 -0.13 0.113
H 1.03109 1.96197 -0.48320 -0.06 0.69 -0.34 0.094
H 0.84930 -1.71049 1.12664 -0.05 -0.12 -0.45 0.124
H -2.56048 1.84646 -0.12952 -0.76 0.87 0.02 0.098